No. 1
Here is a structure of composition C31H37IN4O3STi from OMol25. Energies are from wB97M-V/def2-TZVPD.

The geometry in XYZ format:
```
78
Properties=species:S:1:pos:R:3:forces:R:3:mulliken_charge:R:1
H 0.0682 -5.3172 1.9445 0.0046 0.0016 0.0014 0.311
C 1.2903 0.7812 -1.6099 0.0390 0.0073 -0.0113 -1.892
H -5.3325 0.9416 -4.0904 0.0063 0.0043 -0.0009 0.319
H -4.7953 -0.5707 -3.3494 0.0021 -0.0017 -0.0004 0.258
I -0.9078 -0.2678 4.1793 0.0182 0.0006 -0.0072 -0.556
H -0.3090 -0.1149 -3.5765 0.0058 0.0027 0.0033 0.370
C -1.0580 2.1484 0.2642 0.0223 -0.0075 -0.0706 -0.663
C -2.1975 1.1762 -1.5656 -0.0193 0.0014 0.0141 -0.004
C -0.3523 -1.0164 -0.7950 -0.0854 -0.0523 0.0359 -0.621
N 5.1155 -0.2733 2.2979 -0.0101 -0.0008 0.0014 -0.818
C -3.6467 2.8421 -2.6081 0.0065 -0.0450 0.0148 -0.522
C -0.4999 3.3755 0.7798 0.0122 0.0269 0.0116 0.765
H -2.2599 -6.1641 1.7694 -0.0032 0.0001 -0.0003 0.335
O 1.6032 -0.1326 1.5642 -0.1350 -0.0025 0.0191 0.037
C -4.5695 3.1784 -1.4456 0.0010 0.0074 0.0056 -1.205
S -2.0417 -0.5738 -1.3420 0.0575 0.0534 0.0000 -0.514
H -2.8962 1.4548 -4.6375 0.0013 -0.0056 -0.0073 0.475
C -4.5558 0.1729 -4.1104 -0.0112 -0.0262 -0.0222 -1.327
N 0.6144 -2.5152 1.6979 0.0015 -0.0295 -0.0022 1.051
H -1.1351 4.6074 -0.8606 -0.0005 -0.0049 -0.0004 0.429
C 0.4062 -0.8682 -3.2421 -0.0231 0.0101 0.0204 -1.952
H -3.7275 -2.1807 1.1645 -0.0008 0.0024 0.0043 0.395
H -0.4735 -2.1056 -0.8504 -0.0070 0.0102 -0.0016 1.054
H -4.9365 4.2040 -1.5385 0.0015 0.0006 0.0040 0.368
H 0.2734 2.4416 2.5579 -0.0005 0.0022 -0.0049 0.316
C 4.2625 -2.5267 2.3417 -0.0237 0.0333 -0.0039 0.664
H 1.2688 4.5061 3.4537 0.0004 0.0023 -0.0003 0.384
H 3.3147 1.8793 0.8443 -0.0001 0.0062 -0.0028 0.249
C -0.7538 -4.6302 1.7762 -0.0218 0.0175 -0.0095 -1.144
C 5.2695 -1.5950 2.4442 0.0144 -0.0232 -0.0220 -0.799
C -1.6034 -2.3411 1.4360 -0.0176 0.0658 0.0174 -0.017
O -0.8990 1.0568 0.9607 -0.0675 -0.0243 0.0842 -0.311
N -1.7226 2.1864 -0.9062 -0.0184 0.0179 -0.0462 0.107
O 4.4605 -4.7192 1.2640 -0.0041 0.0116 0.0022 -0.590
H 3.8935 -4.4394 3.2374 0.0046 0.0018 -0.0010 0.302
H 2.2806 -1.5249 -0.4314 -0.0034 -0.0049 0.0017 0.194
C 3.6812 1.6406 1.8454 -0.0253 -0.0055 -0.0085 -0.915
C -0.0552 5.7534 0.5978 0.0044 0.0194 0.0075 -0.704
H 1.0656 6.6479 2.2085 0.0010 -0.0017 0.0032 0.358
H -2.4454 -0.0323 -3.8026 0.0012 -0.0038 0.0115 0.161
H 2.9237 2.0125 2.5388 0.0134 -0.0074 -0.0049 0.142
C 0.1902 3.3710 2.0081 -0.0190 0.0024 -0.0146 -0.267
C 2.7778 -0.6834 1.8731 -0.0427 0.0137 0.0044 -0.490
H -4.1302 -4.6133 1.3853 0.0002 0.0012 -0.0004 0.352
H 1.6007 0.9730 -0.5827 -0.0033 -0.0063 0.0008 -0.023
C 4.5615 -3.9839 2.4949 -0.0005 -0.0114 0.0038 -0.916
H 6.2810 -1.9356 2.6594 -0.0024 0.0021 0.0070 0.277
H 0.5180 1.5036 -1.8771 -0.0136 -0.0021 0.0003 0.253
H -4.1978 2.9390 -3.5467 -0.0018 0.0186 0.0010 0.540
H 1.6435 -2.6540 -1.6301 -0.0016 -0.0068 0.0116 0.413
Ti -0.2187 -0.6437 1.3848 0.1728 -0.1057 -0.1064 -0.493
H 2.1500 0.9485 -2.2691 0.0026 0.0185 0.0133 0.617
H -5.4260 2.5016 -1.4269 0.0060 -0.0079 -0.0072 0.323
C 2.9369 -2.0866 2.0554 0.0436 -0.0536 0.0145 0.996
H -0.1508 6.6813 0.0433 0.0012 -0.0005 0.0014 0.369
H -4.5783 -0.3084 -5.0921 -0.0032 0.0024 0.0055 0.448
C 1.9502 -1.6170 -1.4635 0.0133 0.0159 0.0066 -1.840
H -0.0434 -1.8531 -3.3971 0.0076 -0.0048 0.0157 0.354
C 0.7942 -0.6574 -1.7706 -0.0062 -0.0204 -0.0563 2.397
H 3.7481 -4.3077 0.7594 -0.0030 -0.0032 0.0018 0.444
H -2.8125 3.5522 -2.6332 -0.0017 0.0054 -0.0183 0.227
C 0.6281 5.7389 1.8130 -0.0086 -0.0030 -0.0168 -0.416
H 4.6264 2.1528 2.0185 0.0057 -0.0029 0.0049 0.410
C -0.5583 -3.2571 1.6519 0.0416 0.0343 0.0162 0.524
C -0.6103 4.5967 0.0855 0.0013 -0.0153 -0.0002 -0.207
H 5.5881 -4.1156 2.8421 -0.0008 0.0002 0.0008 0.364
C -3.1823 0.7654 -3.8293 0.0116 0.0466 0.0380 -0.478
C 1.8416 -2.9730 1.9527 -0.0175 0.0230 0.0094 -0.685
C -2.8858 -2.8453 1.3384 0.0250 0.0060 -0.0128 -0.110
C -3.1194 -4.2240 1.4598 -0.0046 -0.0234 0.0010 -0.685
H 1.9809 -4.0350 2.1428 0.0148 0.0033 -0.0080 0.257
H 1.2966 -0.7897 -3.8748 0.0032 0.0008 -0.0035 0.451
C -2.0650 -5.1002 1.6765 0.0002 -0.0012 -0.0003 -0.474
C 0.7413 4.5368 2.5070 0.0072 -0.0051 0.0147 -0.770
H 2.8037 -1.4025 -2.1148 -0.0022 0.0055 -0.0013 0.514
C 3.8814 0.1620 2.0118 0.0362 0.0130 0.0251 0.149
H -4.0354 3.0891 -0.5014 -0.0081 0.0035 0.0028 0.217
N -3.1434 1.4766 -2.5607 0.0050 -0.0031 0.0098 0.467
```
Forces are in eV/Å.

Output
DFT total energy = -86905.463 eV
LUMO level (alpha / beta) = 4.4 / 4.4 eV
ΔE to the lowest compared entry with this formula, charge and spin = 0.0 kJ/mol
2S+1 = 3
⟨S²⟩ = 2.055
total charge = -2
Kohn-Sham gap (alpha / beta) = 4.5155 / 6.6493 eV

***

No. 2
Here is a structure of composition CH3Cl2OSn2 at a distorted geometry from OMol25. Energies are from wB97M-V/def2-TZVPD.

The geometry in XYZ format:
```
9
Properties=species:S:1:pos:R:3:forces:R:3:mulliken_charge:R:1
Sn -11.9190 -24.8386 -9.8819 0.1484 0.6453 1.1036 1.745
O -10.7023 -22.3661 -8.9841 -0.1416 -1.2081 -2.4352 -0.780
H -10.5713 -20.9885 -6.4908 0.4314 0.0635 -0.2760 0.325
Cl -10.4863 -22.8006 -4.8717 -0.6180 1.1173 -1.2944 0.147
H -10.2388 -22.1579 -8.1497 0.1776 -0.5843 -0.6562 0.318
Sn -9.2771 -21.6487 -11.5182 0.0607 0.6372 1.0348 1.761
C -11.2943 -21.6340 -5.9922 0.4037 -1.0671 2.5446 -0.180
Cl -12.3159 -20.5118 -5.2000 -0.4253 0.4431 0.3162 0.367
H -11.9295 -22.1870 -6.6843 -0.0369 -0.0468 -0.3373 0.296
```
Forces are in eV/Å.

Output
DFT total energy = -39783.303 eV
LUMO level (alpha / beta) = -18.7 / -18.7 eV
2S+1 = 2
⟨S²⟩ = 0.753
total charge = +4
Kohn-Sham gap (alpha / beta) = 5.9707 / 5.2826 eV

***

No. 3
Here is a cluster of 2 separate species, C8H10F3N2O in total at a distorted geometry from OMol25. Energies are from wB97M-V/def2-TZVPD.

The geometry in XYZ format:
```
24
Properties=species:S:1:pos:R:3:forces:R:3:mulliken_charge:R:1
H -3.5620 0.1526 2.3164 -3.2843 0.7102 0.4175 0.233
C 3.3287 -0.6629 -0.9937 -2.0572 2.8046 -0.8891 -1.491
C 2.0720 -1.3721 -1.0305 -2.2656 0.5688 2.1429 0.609
H -2.3415 -1.0208 2.5743 -0.7468 2.1445 -0.4058 0.257
C 1.4160 -1.6128 -2.3576 -1.6517 -0.1863 -2.7442 0.918
O 1.6106 -2.0635 0.0120 3.6909 1.6837 -0.6524 -0.420
C -0.7416 -0.1347 0.7685 0.6535 1.5321 -1.2252 -0.554
N -0.6369 1.3758 -1.1202 -2.3550 1.8388 -1.4322 -0.082
F 1.0738 -0.4654 -3.0931 1.1734 -1.8691 1.4571 -0.222
H 3.8552 -0.6277 -0.0920 0.7284 -0.2696 1.2267 0.402
C -0.1138 0.4833 -0.3365 1.5636 -3.3505 0.5654 -0.223
C -1.8994 1.9508 -0.8139 1.3782 -2.1044 1.8820 -0.465
H 3.8303 -0.9361 -1.8520 1.9529 -1.2576 -1.5840 0.463
H -2.3812 2.7718 -1.2742 0.3057 0.6249 -1.1373 0.405
F 0.2386 -2.3017 -2.2140 1.4349 0.5611 0.0664 -0.284
H -3.2890 2.1253 0.7211 0.1675 -1.0207 -0.4861 0.278
F 2.2587 -2.3727 -3.1448 -1.1631 1.1553 1.0708 -0.232
H -0.2261 -0.9546 1.2728 -0.2038 0.3507 0.1013 0.403
H -0.2614 1.5216 -2.0678 0.0749 0.1153 0.8837 0.301
H 0.7944 -2.4440 -0.1813 -2.5887 -1.3075 -0.7148 0.388
N -2.6405 -0.0512 2.2440 3.9148 -2.5920 -0.0917 -0.467
C -2.4915 1.4699 0.3051 -0.4630 0.8986 1.8529 -0.481
C -1.9584 0.4090 1.1739 -0.2281 0.2146 -1.3062 0.923
H 3.1248 0.4120 -1.3675 -0.0313 -1.2455 1.0022 0.340
```
Forces are in eV/Å.

Output
DFT total energy = -21628.341 eV
LUMO level (alpha / beta) = -4.5 / -5.4 eV
ΔE to the lowest compared entry with this formula, charge and spin = 306.3 kJ/mol
2S+1 = 1
total charge = +1
Kohn-Sham gap (alpha / beta) = 8.1833 / 6.1759 eV

***

No. 4
Here is a structure of composition C29H26N8O2S2W at a distorted geometry from OMol25. Energies are from wB97M-V/def2-TZVPD.

The geometry in XYZ format:
```
68
Properties=species:S:1:pos:R:3:forces:R:3:mulliken_charge:R:1
C 1.2188 2.9479 -1.7773 -0.0073 -0.0748 -0.0404 -0.608
C 1.1868 0.9266 -3.0330 0.0109 0.0402 -0.0365 0.156
H -1.6251 3.1273 2.0864 -0.0059 0.0046 -0.0026 0.399
C -3.0303 -1.2460 0.4167 -0.0072 -0.0963 0.0184 -0.606
H 3.3344 -2.8034 -1.9918 -0.0316 -0.0169 0.0267 0.677
H -1.2721 3.3806 4.4273 0.0015 0.0048 -0.0008 0.393
H 0.1395 4.6106 -5.3532 -0.0025 0.0034 0.0081 0.404
N 2.7238 0.2015 1.6652 0.1016 0.0784 -0.0456 0.514
C 1.2674 -2.6849 -2.8890 -0.1411 0.0927 0.0269 -0.762
H 3.9488 1.1755 3.0701 0.0302 -0.0014 0.0111 0.540
N 1.3019 -3.1447 0.5169 -0.0525 -0.0957 -0.2064 -0.121
H 5.7822 -0.7076 2.2814 0.0106 -0.0052 -0.0032 0.443
C -5.0652 -1.8899 1.5169 0.0405 0.0611 -0.0392 -0.892
C 1.0816 3.6414 -2.9652 0.0006 -0.0120 0.0204 -0.934
C 1.0700 -4.9921 1.8240 0.1712 0.0501 -0.0014 -0.452
C 1.1068 1.3895 3.0168 -0.0440 0.0258 -0.1154 -0.553
H -7.3170 -0.9129 2.3811 -0.0022 0.0125 0.0009 0.204
C 2.4801 -2.2274 -2.3154 0.2568 -0.2335 -0.3663 -0.255
H 1.2898 3.4881 -0.8434 0.0149 -0.0103 0.0019 0.529
H -3.5535 -3.2731 0.9387 0.0107 -0.0340 -0.0005 0.497
W 1.3295 -1.2322 -0.5888 -0.5755 0.5575 0.9075 1.507
H 0.5186 3.1696 -6.2989 0.0002 0.0040 0.0009 0.385
C -0.3379 2.0829 0.7470 0.0601 0.0014 0.0728 -0.115
C -3.8570 -2.2362 0.9677 0.0169 0.0564 -0.0402 -0.601
H -4.9765 1.4661 0.9335 -0.0013 0.0115 -0.0055 0.328
N 2.8628 -0.8355 0.8028 0.0367 -0.0347 -0.0278 -0.556
C 0.2405 -2.8161 1.2346 0.1211 0.1389 -0.1339 0.067
H 4.4502 -2.1420 0.3785 0.0098 0.0027 0.0007 0.447
C -0.4843 2.6345 4.5058 -0.0196 0.0151 0.0537 -1.567
H -0.3186 -1.4020 -3.8343 -0.0089 0.0166 0.0226 0.449
C 4.7740 -0.5729 1.9338 -0.0502 -0.0051 0.0039 -1.358
H 1.6608 1.0842 3.8958 0.0076 -0.0004 0.0130 0.648
H 0.9100 -3.6984 -2.9646 -0.0044 0.0071 -0.0344 0.520
C 1.7883 -4.3896 0.8498 -0.0141 -0.0062 0.1450 -0.645
H 1.0561 4.7236 -2.9332 0.0048 0.0054 -0.0044 0.451
H 0.3391 3.0680 5.0727 -0.0010 0.0019 0.0100 0.382
C 1.0508 1.6159 -4.2248 -0.0094 0.0628 0.0869 -0.718
H 2.6500 -4.8017 0.3493 -0.0059 -0.0095 -0.0083 0.431
H -2.8085 0.8478 -0.0220 0.0159 -0.0305 -0.0167 0.489
C 0.6398 -1.5376 -3.3600 -0.0679 0.0076 0.0666 0.027
C 0.9756 3.0019 -4.2038 0.0031 -0.0474 0.0160 0.566
N 1.2293 0.7584 -0.6223 -0.2290 -0.1949 -0.3310 -0.183
N -6.6855 -0.2062 2.0483 -0.0443 -0.0384 0.0198 -0.455
N 2.5784 -0.8794 -2.3980 0.0611 -0.0794 -0.0463 -0.767
N 1.4103 -0.4849 -3.0204 0.2009 0.0900 0.0935 0.651
C 0.8499 3.7933 -5.4706 -0.0049 0.0172 -0.0798 -1.591
C 0.8098 1.3092 0.6073 0.1128 -0.1231 0.2033 0.093
O -1.0229 -0.7536 -1.2276 0.0626 -0.3130 -0.2360 -0.638
C -3.4380 0.0859 0.4169 0.0935 0.1985 -0.0307 -0.065
N -0.2863 -1.5801 0.8707 0.1585 -0.2126 -0.1067 -0.347
O -1.6168 -3.1054 -0.6703 0.1367 -0.0109 -0.0360 -0.707
H 1.0363 1.0758 -5.1633 0.0061 -0.0121 -0.0077 0.467
H 1.2321 -5.9685 2.2494 -0.0091 0.0008 0.0310 0.480
C 1.2398 1.5516 -1.7809 0.0747 0.1355 -0.0551 1.158
C 4.1045 -1.3061 0.9638 -0.0142 -0.0272 0.0141 -0.073
C -5.4941 -0.5457 1.5149 0.0132 -0.0307 0.0222 1.153
C -0.7341 2.5188 1.9970 -0.0302 0.0196 0.0030 -1.000
H -5.7067 -2.6532 1.9367 -0.0041 -0.0130 -0.0047 0.333
C 1.5254 0.9719 1.7619 -0.1615 0.0768 0.0128 -0.328
H -7.0427 0.7295 1.9759 0.0278 0.0007 -0.0077 0.204
C 3.8653 0.3781 2.3516 -0.0387 -0.0217 -0.0420 0.082
C -0.0267 2.1828 3.1508 0.0510 -0.0428 -0.0081 0.475
C -4.6522 0.4340 0.9526 0.0013 -0.0163 -0.0016 -1.048
S -0.2065 -3.9763 2.3834 -0.0841 -0.0529 -0.0462 -0.036
S -1.5249 -1.7365 -0.2463 -0.2819 0.1134 0.2719 1.863
H -0.9116 2.3438 -0.1323 0.0230 -0.0118 -0.0229 0.912
H 1.8107 4.2315 -5.7462 0.0000 0.0052 0.0090 0.324
H -0.8747 1.7944 5.0826 0.0054 -0.0052 -0.0024 0.331
```
Forces are in eV/Å.

Output
DFT total energy = -69991.953 eV
LUMO level (alpha / beta) = -7.0 / -6.8 eV
2S+1 = 3
⟨S²⟩ = 2.019
total charge = +2
Kohn-Sham gap (alpha / beta) = 5.9441 / 6.1220 eV